Entry 1:
Density functional theory data (ωB97M-V/def2-TZVPD) for a molecular structure, C34H50ClFIN7O4STi in a non-equilibrium geometry.

CARTESIAN COORDINATES (ANGSTROEM)
I  1.3618  -5.5965  1.1618
Ti  0.4930  -1.0093  0.6866
Cl  0.9003  1.2007  3.8025
S  -3.4912  -3.1098  -1.6019
F  5.1654  3.8080  -0.0065
O  1.9606  -1.8429  -0.1383
O  -2.7606  1.4642  1.3051
O  1.2927  0.8124  0.4954
O  -1.1534  -0.0703  1.2386
N  -2.9734  -5.1890  -0.0091
N  -0.1652  -0.9811  -1.4946
N  -0.6864  -2.8077  0.6919
N  -0.4905  -0.3171  -3.6957
N  -4.2400  -3.5249  0.9381
N  4.0200  -2.6417  -0.7142
N  -0.2026  4.5883  0.8991
C  -0.8559  -0.3573  -2.3941
C  -2.0923  6.0080  1.7110
C  0.7763  -0.9134  -4.1180
C  -4.6211  -2.1228  0.9788
C  1.1548  -1.6311  2.6111
C  -0.9893  3.5150  1.0116
C  3.8517  3.9738  0.2040
C  -3.5751  -3.9982  -0.1737
C  3.5819  1.1208  3.6271
C  -2.1232  0.3325  -1.9832
C  2.3860  -0.8968  2.9360
C  2.6344  -2.7817  -0.7746
C  -0.7350  1.7765  -5.0173
C  1.1570  4.4107  0.6558
C  1.6618  3.1102  0.5168
C  2.0141  -0.1472  -3.6548
C  -1.2670  0.3815  -4.7090
C  3.0294  2.8892  0.2906
C  3.6404  -1.4768  2.6930
C  3.3722  5.2734  0.3419
C  -2.6675  -5.7545  1.2996
C  -1.5934  1.1342  1.1652
C  -0.7753  5.9579  0.9535
C  -2.4010  -5.9402  -1.1138
C  0.7923  1.9549  0.6306
C  2.0352  5.5101  0.5658
C  4.7995  0.5251  3.3434
C  -5.2424  -4.3892  1.5482
C  2.0334  -3.7690  -1.4687
C  1.5190  6.9107  0.7428
C  4.8219  -0.7865  2.8855
C  2.4077  0.4140  3.4275
C  0.2489  6.8963  1.5739
C  -0.5683  2.2169  0.9029
H  3.6573  -2.5084  2.3598
H  0.7585  -0.9560  -5.2073
H  -3.7812  -1.4952  0.7017
H  -2.0382  3.6678  1.2141
H  0.2751  1.7297  -5.4241
H  2.0534  0.8427  -4.1093
H  0.6352  -1.4684  -1.8863
H  -0.9443  6.2652  -0.0849
H  -5.4640  -1.9035  0.3158
H  -6.2276  -4.1862  1.1126
H  -2.3751  7.0525  1.8316
H  -2.7494  -6.9743  -1.0508
H  -1.3113  -5.9405  -1.0360
H  -1.0605  -3.0523  1.6030
H  -4.9001  -1.8803  2.0044
H  0.8246  -1.9498  -3.7714
H  5.7198  1.0720  3.4969
H  -1.9899  5.5663  2.7030
H  -2.1110  1.3950  -2.2331
H  -1.3724  2.2711  -5.7509
H  3.5333  2.1325  4.0075
H  0.4615  6.5701  2.5957
H  -1.4632  -2.7064  0.0374
H  4.5323  -3.4899  -0.8938
H  3.4008  1.8774  0.2091
H  1.3075  7.3525  -0.2361
H  -0.1830  7.8956  1.6293
H  2.0323  -0.0261  -2.5714
H  -5.0062  -5.4358  1.3856
H  -2.9765  -0.1334  -2.4749
H  -2.2631  0.2059  -0.9167
H  5.7687  -1.2750  2.6918
H  -2.8294  -5.0092  2.0745
H  -0.1109  -3.6221  0.4125
H  2.9122  -0.6945  -3.9411
H  2.2861  7.5298  1.2085
H  -3.2916  -6.6276  1.5123
H  -1.2566  -0.2281  -5.6156
H  2.6137  -4.5361  -1.9536
H  1.3452  -2.7046  2.5354
H  -2.3048  0.4378  -4.3907
H  0.3293  -1.4415  3.2997
H  0.9570  -3.8307  -1.5039
H  -2.9047  5.5122  1.1838
H  4.0721  6.0971  0.2839
H  -0.7093  2.3871  -4.1134
H  -5.2933  -4.2019  2.6217
H  -1.6181  -6.0560  1.3066
H  -2.7091  -5.5025  -2.0551
H  4.3276  -2.1541  0.1144

Values from the calculation:
DFT total energy = -111987.4225 eV
charge = 0
E_HOMO = -6.0 eV

Entry 2:
Density functional theory data (ωB97M-V/def2-TZVPD) for a molecular structure, C34H50F3N4O3SbTi.

CARTESIAN COORDINATES (ANGSTROEM)
Sb  0.5314  3.1276  -2.0864
Ti  -0.3271  -0.3872  0.1557
F  0.2354  8.5463  0.9277
F  3.8783  4.3150  -7.1562
F  -5.1640  2.7967  -4.6020
O  2.9937  1.0796  0.3704
O  1.5928  -1.2815  0.2442
O  0.2499  -0.5822  -1.8716
N  0.0671  1.5085  1.2406
N  -1.3766  -2.2954  -0.2223
N  -1.0434  -1.0938  2.1727
N  -2.1202  0.7960  -0.2993
C  -2.8463  2.6106  -4.8626
C  -0.2184  0.7846  3.6314
C  1.1262  5.1737  0.0942
C  1.6435  -0.9200  -2.1028
C  0.2889  7.3917  0.2742
C  -1.0994  2.4450  1.1728
C  -0.4327  -0.2439  -3.1101
C  -0.3923  6.0337  -1.5611
C  -2.8477  -2.3484  -0.5413
C  2.5012  2.5740  -4.3406
C  -3.8221  3.3402  -2.7679
C  0.6548  1.4941  2.6151
C  3.6871  -0.0923  0.7359
C  -2.3788  1.7103  0.8431
C  -1.4022  -2.5517  2.2005
C  -2.5458  3.4438  -2.2270
C  3.9024  2.0930  -0.0857
C  2.0129  -1.8799  -1.0126
C  -3.6783  -1.1751  -0.0470
C  2.6869  -1.1223  1.2037
C  -1.4115  3.1252  -2.9783
C  1.0819  6.3763  0.7814
C  -1.5812  2.7210  -4.3034
C  -0.3399  -0.7139  3.4398
C  1.6356  4.8202  -4.3975
C  -0.4499  7.2434  -0.8873
C  2.3760  5.0809  -5.5380
C  -0.9943  -3.1964  0.8969
C  3.1662  4.0707  -6.0624
C  1.6899  3.5649  -3.7912
C  0.3962  4.9867  -1.0809
C  -3.3816  0.1337  -0.7585
C  3.2457  2.8161  -5.4852
C  -3.9474  2.9099  -4.0776
H  -3.3025  -0.0409  -1.8329
H  -1.2019  2.9843  2.1142
H  -3.6249  -1.0590  1.0399
H  3.0836  -2.0719  -0.9991
H  0.1583  0.4943  -3.6507
H  3.3096  2.9447  -0.4085
H  0.0889  -3.3274  0.8679
H  -2.7518  1.1284  1.6885
H  -2.9906  2.3225  -5.8955
H  -4.7216  -1.4284  -0.2471
H  4.5748  2.3978  0.7181
H  2.2103  -0.8223  2.1298
H  3.8851  2.0650  -5.9283
H  4.4920  1.7268  -0.9300
H  1.7437  -1.3883  -3.0824
H  -2.4416  3.8505  -1.2242
H  1.0237  5.6104  -3.9798
H  -1.2141  1.2383  3.6765
H  2.2243  0.0035  -2.0587
H  -2.9382  -2.4020  -1.6273
H  4.2845  -0.4615  -0.1071
H  4.3878  0.0888  1.5604
H  -1.9297  -0.5924  2.2148
H  2.3553  6.0475  -6.0226
H  -1.8461  1.4192  -1.0724
H  -0.9085  -2.6522  -1.0520
H  0.6366  -1.1994  3.4379
H  -2.4715  -2.6591  2.3845
H  -3.2436  -3.2846  -0.1455
H  -4.7077  3.6248  -2.2142
H  0.8017  1.8928  0.6349
H  1.7596  4.3809  0.4848
H  -1.4515  -4.1802  0.7797
H  -1.3988  0.1842  -2.8646
H  1.6384  1.0365  2.5503
H  -0.8879  -3.0369  3.0282
H  -3.1663  2.4217  0.5852
H  3.1563  -2.0957  1.3487
H  1.4958  -2.8359  -1.1153
H  -0.9005  -1.1362  4.2760
H  2.5752  1.5968  -3.8722
H  -0.5497  -1.1483  -3.7067
H  0.8114  2.5301  2.9222
H  1.6523  6.5458  1.6845
H  -4.2030  0.8382  -0.6210
H  -0.9713  5.9160  -2.4693
H  -1.0488  8.0690  -1.2474
H  0.2149  0.9515  4.6192
H  -0.7155  2.5212  -4.9272
H  -0.8940  3.1981  0.4108

Values from the calculation:
DFT total energy = -85953.9975 eV
charge = +3
E_HOMO (spin up / spin down) = -15.5 / -15.5 eV
2S+1 = 2

Record-wise energy relative to the best compared isomer or geometry (same formula, charge and spin) values, in kcal/mol: 0.0; 0.0